[1]
Molecular formula: C46H80INO20S
Method: DFT, ωB97M-V/def2-TZVPD

Computed properties:
Strongest force on any atom: 9.07 eV/Å
SMILES: CCCCCCCCCCCCCCCc1c(CCCI)c(S)cc2c1C(=O)N(CC)C2=O.COC(=O)OC.COC(=O)OC.COC(=O)OC.COC(=O)OC.COC(=O)OC.COC(=O)OC
E_HOMO: -8.8 eV

XYZ file:
```
149
Properties=species:S:1:pos:R:3:mulliken_charge:R:1
C 8.765 0.134 3.553 -0.854
C 9.590 -0.057 2.112 -0.364
C 8.981 -1.348 1.254 -0.343
C 9.600 -1.420 -0.297 -0.662
C 8.727 -0.271 -1.143 0.215
C 7.528 -0.911 -2.058 -0.730
C 6.014 -0.414 -1.678 -0.385
C 5.905 1.229 -1.387 -0.432
C 5.582 1.370 0.212 1.037
C 5.295 2.886 0.749 -0.358
C 4.434 3.852 -0.243 -0.822
C 2.798 3.880 0.072 -0.367
C 2.409 4.070 1.633 -0.734
C 1.679 2.828 2.392 -0.595
C 1.727 1.379 1.686 0.849
C 0.674 0.989 0.542 1.091
C 0.888 -0.446 -0.294 -0.381
C 2.143 -1.482 -0.010 -0.044
C 1.461 -2.861 0.622 -0.588
C 2.183 -3.384 1.999 -0.928
I 1.312 -2.316 3.722 0.068
C -0.203 -0.882 -1.485 0.321
S -0.013 -2.467 -2.526 -0.350
C -1.546 0.038 -1.856 -0.808
C -1.716 1.429 -1.025 0.020
C -0.621 1.865 0.106 0.438
C -1.173 3.286 0.605 -0.151
O -0.702 4.464 0.977 -0.539
N -2.698 3.096 0.462 0.010
C -3.361 2.194 1.479 -0.327
C -2.584 2.290 2.919 -0.614
C -2.821 2.629 -1.005 0.242
O -3.625 3.155 -1.932 -0.643
H 7.639 0.451 3.356 0.152
H 8.837 -0.834 4.225 0.275
H 9.270 1.077 4.068 0.302
H 9.407 0.970 1.532 0.165
H 10.759 -0.123 2.270 0.352
H 9.152 -2.366 1.807 0.396
H 7.809 -1.180 1.121 -0.013
H 9.482 -2.485 -0.784 0.301
H 10.726 -1.074 -0.238 0.297
H 8.386 0.509 -0.341 -0.152
H 9.507 0.216 -1.905 0.106
H 7.657 -0.781 -3.214 0.239
H 7.549 -2.088 -1.861 0.279
H 5.575 -1.029 -0.756 0.081
H 5.278 -0.636 -2.575 0.311
H 6.851 1.809 -1.761 0.002
H 4.921 1.586 -1.960 0.406
H 6.563 0.994 0.781 -0.373
H 4.753 0.578 0.468 -0.835
H 6.363 3.403 0.882 0.371
H 4.869 2.785 1.847 0.259
H 4.596 3.687 -1.389 0.299
H 4.796 4.969 -0.024 0.304
H 2.320 2.980 -0.495 0.149
H 2.411 4.857 -0.499 0.324
H 3.407 4.356 2.222 0.430
H 1.727 5.046 1.725 0.317
H 2.272 2.709 3.426 0.404
H 0.563 3.052 2.755 0.085
H 2.826 1.235 1.240 -1.059
H 1.656 0.557 2.549 0.038
H 2.893 -1.000 0.752 -0.008
H 2.716 -1.689 -1.033 0.312
H 0.311 -2.622 0.828 0.355
H 1.450 -3.678 -0.241 0.266
H 1.848 -4.522 2.134 0.414
H 3.359 -3.346 1.961 0.359
H -0.508 -2.158 -3.834 0.233
H -2.347 -0.251 -2.657 0.349
H -3.400 1.051 1.166 0.210
H -4.498 2.493 1.682 0.370
H -2.352 3.409 3.169 0.278
H -1.567 1.695 2.875 0.007
H -3.202 1.825 3.805 0.313
C -2.079 -1.306 5.281 -0.328
O -2.485 -0.870 6.577 -0.348
C -3.804 -1.051 6.839 0.846
O -4.626 -1.538 6.078 -0.567
O -4.050 -0.597 8.094 -0.349
C -5.409 -0.726 8.508 -0.523
H -1.007 -1.113 5.180 0.004
H -2.248 -2.381 5.165 0.292
H -2.604 -0.743 4.503 0.166
H -5.711 -1.778 8.521 0.201
H -6.067 -0.140 7.859 0.289
H -5.490 -0.332 9.525 0.229
C -3.494 -3.770 -8.433 -0.610
O -3.703 -4.575 -7.274 -0.315
C -2.660 -4.585 -6.406 0.792
O -1.608 -3.981 -6.542 -0.551
O -2.991 -5.383 -5.359 -0.312
C -1.980 -5.488 -4.359 -0.406
H -4.390 -3.836 -9.056 0.220
H -3.346 -2.722 -8.153 0.290
H -2.643 -4.141 -9.012 0.287
H -1.772 -4.509 -3.916 0.087
H -1.069 -5.928 -4.776 0.295
H -2.352 -6.150 -3.571 0.241
C 13.455 3.181 -4.581 -0.624
O 12.253 2.896 -3.868 -0.296
C 11.132 2.913 -4.634 0.732
O 11.086 3.144 -5.832 -0.547
O 10.073 2.627 -3.835 -0.236
C 8.817 2.610 -4.511 -0.329
H 14.286 3.140 -3.871 0.220
H 13.629 2.431 -5.359 0.289
H 13.419 4.187 -5.011 0.291
H 8.806 1.838 -5.287 0.310
H 8.595 3.593 -4.939 0.354
H 8.042 2.372 -3.778 -0.108
C -6.308 3.929 -2.925 -0.395
O -6.836 3.434 -4.153 -0.338
C -7.468 2.238 -4.048 0.828
O -7.608 1.589 -3.023 -0.576
O -7.918 1.888 -5.280 -0.332
C -8.609 0.641 -5.321 -0.436
H -5.825 4.889 -3.127 0.197
H -7.110 4.093 -2.198 0.288
H -5.555 3.243 -2.524 0.211
H -9.503 0.674 -4.690 0.124
H -7.948 -0.176 -5.016 0.276
H -8.923 0.463 -6.353 0.232
C -5.108 -7.299 9.186 -0.612
O -4.612 -6.567 8.067 -0.309
C -5.510 -5.711 7.518 0.771
O -6.658 -5.535 7.897 -0.552
O -4.912 -5.086 6.473 -0.281
C -5.745 -4.149 5.793 -0.499
H -4.306 -7.951 9.545 0.220
H -5.389 -6.620 9.998 0.282
H -5.956 -7.926 8.892 0.285
H -6.052 -3.344 6.469 0.183
H -6.619 -4.650 5.364 0.347
H -5.165 -3.710 4.977 0.169
C -15.497 1.024 -3.119 -0.615
O -14.099 0.807 -3.304 -0.303
C -13.305 1.599 -2.539 0.735
O -13.687 2.443 -1.744 -0.540
O -12.013 1.288 -2.814 -0.248
C -11.058 2.049 -2.077 -0.602
H -16.036 0.339 -3.778 0.219
H -15.788 0.808 -2.086 0.287
H -15.767 2.049 -3.392 0.286
H -11.171 1.874 -1.002 0.316
H -11.151 3.115 -2.309 0.314
H -10.059 1.718 -2.375 0.146
```

***

[2]
Molecular formula: C46H84N6O20
Method: DFT, ωB97M-V/def2-TZVPD

Computed properties:
Strongest force on any atom: 2.29 eV/Å
E_HOMO: -9.1 eV
Energy relative to the best compared isomer or geometry (same formula, charge and spin): 0.000 eV

XYZ file:
```
156
Properties=species:S:1:pos:R:3:mulliken_charge:R:1
C 8.014 -0.064 -3.701 -1.349
C 6.741 0.283 -3.054 0.604
O 5.731 0.538 -3.708 -0.673
N 6.703 0.280 -1.699 -0.058
C 5.539 0.686 -0.946 0.464
H 8.557 0.776 -4.135 0.343
H 7.859 -0.894 -4.392 0.338
H 8.801 -0.481 -3.058 0.421
H 7.597 0.110 -1.273 0.254
H 5.324 1.726 -1.184 -0.360
H 5.638 0.445 0.105 0.577
H 4.672 0.129 -1.317 -0.520
C -0.944 1.127 -2.921 1.802
C 0.332 1.955 -3.108 0.329
O 0.300 3.173 -2.994 -0.694
N 1.434 1.195 -3.299 0.437
C 2.767 1.774 -3.350 -1.199
H -1.337 1.318 -1.920 -1.174
H -0.681 0.073 -2.954 -1.239
H -1.740 1.365 -3.623 0.814
H 1.342 0.196 -3.386 -0.160
H 3.443 1.367 -4.103 0.454
H 3.287 1.583 -2.410 -0.068
H 2.741 2.836 -3.585 0.591
C 4.752 -2.951 -1.923 -0.935
C 3.741 -2.630 -2.995 0.681
O 2.624 -3.134 -2.956 -0.454
N 4.102 -1.827 -4.024 0.127
C 3.322 -1.708 -5.246 -0.992
H 5.734 -2.650 -2.290 0.319
H 4.656 -3.974 -1.584 0.359
H 4.548 -2.238 -1.117 -0.003
H 4.682 -1.019 -3.807 -0.001
H 2.628 -2.547 -5.299 0.320
H 3.981 -1.773 -6.108 0.356
H 2.691 -0.819 -5.246 0.229
C -3.008 -3.227 1.545 -0.276
C -4.072 -3.023 2.621 0.537
O -4.564 -1.914 2.778 -0.551
N -4.436 -4.125 3.308 -0.220
C -5.657 -4.115 4.100 -0.872
H -2.958 -4.281 1.255 0.374
H -2.000 -2.982 1.881 0.190
H -3.185 -2.647 0.644 -0.202
H -4.068 -5.021 3.048 0.247
H -6.478 -4.677 3.647 0.339
H -6.079 -3.112 4.117 0.236
H -5.483 -4.464 5.115 0.306
C -3.998 -0.081 -0.617 0.418
C -4.452 -0.242 -2.051 0.313
O -4.049 -1.164 -2.754 -0.670
N -5.369 0.653 -2.454 -0.083
C -5.952 0.684 -3.790 -1.084
H -4.748 0.381 0.031 0.560
H -3.092 0.524 -0.540 -0.495
H -3.843 -1.010 -0.066 -0.300
H -5.519 1.502 -1.913 0.301
H -5.498 1.564 -4.250 0.332
H -7.032 0.823 -3.724 0.355
H -5.830 -0.222 -4.374 0.328
C 1.496 -0.919 -0.709 1.599
C 0.289 -1.009 0.186 0.232
O -0.146 -2.088 0.594 -0.709
N -0.170 0.150 0.681 2.637
C -1.153 0.290 1.725 -0.515
H 1.726 0.103 -1.004 -0.846
H 1.248 -1.545 -1.569 -0.914
H 2.336 -1.360 -0.173 0.409
H 0.372 0.954 0.395 -0.551
H -1.673 1.226 1.510 0.055
H -0.691 0.359 2.712 0.065
H -1.918 -0.484 1.717 -0.261
O -0.082 -1.545 -4.679 -0.641
C -0.426 -2.542 -4.098 0.516
O -0.473 -3.730 -4.735 -0.455
C -1.180 -4.680 -3.901 -0.169
C -1.785 -3.889 -2.772 -1.070
C -0.874 -2.679 -2.652 3.017
H -0.415 -5.338 -3.487 0.117
H -1.955 -5.192 -4.465 0.435
H -1.882 -4.515 -1.885 0.357
H -2.782 -3.479 -2.954 0.428
H 0.010 -2.841 -2.030 -1.979
H -1.460 -1.873 -2.217 -0.387
O 1.359 2.444 0.484 -1.472
C 2.207 3.244 0.150 -0.315
O 3.451 2.833 -0.120 0.362
C 4.167 3.821 -0.914 -0.680
C 3.459 5.132 -0.503 -1.340
C 2.032 4.669 -0.244 -0.064
H 4.050 3.504 -1.945 0.478
H 5.206 3.815 -0.594 0.431
H 3.488 5.852 -1.323 0.459
H 4.020 5.604 0.301 0.349
H 1.384 4.728 -1.116 0.337
H 1.722 5.208 0.654 0.284
O 4.215 3.994 2.239 -0.694
C 3.715 2.905 2.401 0.577
O 4.362 1.816 1.962 -0.330
C 3.529 0.649 2.051 0.471
C 2.144 1.084 2.551 0.562
C 2.425 2.514 3.097 -0.570
H 3.959 -0.040 2.779 0.385
H 3.476 0.177 1.073 -0.565
H 1.800 0.486 3.388 1.042
H 1.465 1.241 1.716 -1.091
H 2.612 2.547 4.169 0.478
H 1.720 3.282 2.780 0.035
O -0.508 3.069 3.744 -0.337
C -0.721 2.687 4.865 0.468
O -1.734 3.229 5.576 -0.391
C -1.818 2.676 6.875 -0.239
C -0.490 1.924 7.111 -0.778
C 0.031 1.676 5.715 0.089
H -2.655 1.972 6.889 0.059
H -2.026 3.391 7.670 0.411
H -0.665 0.970 7.608 0.328
H 0.213 2.506 7.704 0.271
H -0.177 0.707 5.253 0.243
H 1.092 1.845 5.536 -0.044
O -7.652 2.205 3.676 -0.629
C -6.502 1.871 3.739 0.364
O -5.513 2.559 3.139 -0.363
C -4.236 2.024 3.470 0.798
C -4.480 1.051 4.624 -0.451
C -5.954 0.615 4.415 -0.307
H -3.474 2.749 3.749 -0.006
H -3.833 1.463 2.626 -0.606
H -4.469 1.565 5.586 0.246
H -3.949 0.100 4.600 0.395
H -6.591 0.455 5.278 0.335
H -6.014 -0.193 3.685 0.105
O -5.100 3.139 -0.885 -0.739
C -4.073 3.630 -0.506 0.467
O -3.900 4.017 0.769 -0.284
C -2.600 4.590 0.993 -0.536
C -1.781 3.990 -0.159 1.008
C -2.797 3.870 -1.289 0.049
H -2.183 4.327 1.962 0.125
H -2.771 5.668 0.929 0.390
H -1.469 2.965 0.053 -0.982
H -0.915 4.591 -0.423 0.282
H -2.712 2.918 -1.806 -0.320
H -2.777 4.799 -1.854 0.493
O 3.779 -6.976 -1.070 -0.618
C 2.729 -6.416 -0.943 0.404
O 2.469 -5.593 0.092 -0.405
C 1.157 -5.025 0.026 0.064
C 0.425 -5.662 -1.159 1.251
C 1.477 -6.581 -1.787 -0.498
H 1.214 -3.936 -0.005 -0.192
H 0.632 -5.151 0.977 0.169
H 0.157 -4.919 -1.906 -1.957
H -0.357 -6.303 -0.761 0.736
H 1.774 -6.365 -2.813 0.267
H 1.157 -7.621 -1.737 0.342
```

***

[3]
Molecular formula: C46H91Br2N4O4
Method: DFT, ωB97M-V/def2-TZVPD

Computed properties:
Strongest force on any atom: 4.20 eV/Å
2S+1: 3
E_HOMO (alpha / beta): -9.7 / -10.7 eV
Net charge: +1

XYZ file:
```
147
Properties=species:S:1:pos:R:3:mulliken_charge:R:1
C 6.191 0.040 2.491 -1.331
C 4.838 0.497 3.032 0.568
C 3.792 -0.586 3.125 -1.176
C 3.646 -1.416 1.885 -1.179
C 3.299 -0.612 0.661 0.830
C 3.952 -1.164 -0.569 -0.661
C 3.369 -0.603 -1.869 -0.744
C 4.390 0.092 -2.755 -1.020
C 4.396 1.580 -2.625 -1.169
C 4.399 2.033 -1.206 1.392
C 4.404 3.513 -1.058 -0.875
C 4.579 3.891 0.410 -0.784
C 3.414 4.581 1.062 -1.238
C 2.086 3.810 1.116 1.015
C 0.926 4.787 1.021 -1.647
C 0.378 5.068 -0.369 -1.049
C -0.001 3.862 -1.208 0.152
C -1.467 3.921 -1.590 -1.282
C -1.870 2.759 -2.491 -1.210
C -3.159 2.092 -2.059 -1.758
N -3.011 0.643 -1.669 1.435
C -1.961 0.593 -0.596 -2.029
O -2.156 1.644 0.252 0.209
C -1.777 1.353 1.591 -1.020
C -2.857 0.645 2.381 0.437
C -2.968 1.164 3.782 -1.889
N -2.424 -0.044 -2.789 -1.006
C -3.145 -0.321 -3.750 0.805
O -3.824 -0.625 -4.671 -0.394
C -4.238 0.045 -1.056 -0.108
Br -5.867 0.714 -1.821 0.103
C -4.323 -1.516 -0.918 0.004
C -3.084 -2.364 -1.026 -1.537
Br -5.598 -2.268 -2.217 -0.065
H 6.211 -0.997 2.259 0.354
H 6.425 0.572 1.596 0.286
H 6.948 0.214 3.209 0.379
H 4.479 1.269 2.389 -0.721
H 4.999 0.937 3.985 0.670
H 2.864 -0.108 3.339 0.361
H 4.064 -1.228 3.934 0.419
H 2.873 -2.131 2.062 0.488
H 4.532 -1.967 1.683 0.493
H 2.251 -0.596 0.526 0.121
H 3.646 0.384 0.805 -0.587
H 3.842 -2.224 -0.553 0.456
H 4.985 -0.918 -0.563 0.483
H 2.608 0.116 -1.626 0.053
H 2.891 -1.363 -2.434 0.786
H 4.191 -0.207 -3.755 0.338
H 5.344 -0.325 -2.511 0.438
H 5.288 1.911 -3.104 0.459
H 3.576 1.981 -3.188 0.351
H 3.520 1.660 -0.746 -0.871
H 5.270 1.626 -0.749 0.120
H 3.474 3.912 -1.407 0.212
H 5.203 3.899 -1.643 0.620
H 4.900 3.024 0.947 0.114
H 5.390 4.580 0.451 0.357
H 3.688 4.741 2.076 0.389
H 3.200 5.502 0.577 0.515
H 2.095 3.067 0.354 -0.690
H 1.994 3.276 2.032 0.490
H 1.297 5.704 1.411 0.541
H 0.106 4.469 1.633 0.433
H -0.440 5.742 -0.335 0.603
H 1.149 5.595 -0.886 0.457
H 0.551 3.880 -2.119 0.321
H 0.153 2.943 -0.702 0.015
H -1.672 4.842 -2.077 0.770
H -2.058 3.907 -0.703 0.419
H -2.008 3.171 -3.457 0.598
H -1.031 2.104 -2.570 0.663
H -3.644 2.623 -1.289 0.950
H -3.829 2.150 -2.875 0.861
H -1.007 0.613 -1.045 0.700
H -2.030 -0.329 -0.066 0.898
H -1.498 2.244 2.092 0.575
H -0.915 0.725 1.589 0.437
H -3.815 0.740 1.916 -0.212
H -2.594 -0.385 2.441 0.335
H -2.226 0.765 4.430 0.400
H -2.986 2.227 3.801 0.467
H -3.906 0.848 4.173 0.501
H -4.306 0.442 -0.084 -0.348
H -4.784 -1.710 0.009 0.622
H -2.474 -2.221 -0.165 0.423
H -3.386 -3.376 -0.977 0.571
H -2.523 -2.254 -1.917 0.339
C -10.166 3.225 3.820 -1.761
C -8.858 2.413 3.802 1.725
C -7.682 3.348 3.538 -1.228
C -7.625 3.844 2.093 -0.764
C -7.633 2.663 1.121 -0.299
C -8.784 1.688 1.353 1.836
N -8.924 1.318 2.789 0.497
O -8.058 0.432 3.073 -0.622
C -10.093 2.299 0.819 -1.911
C -8.562 0.446 0.511 -1.707
C -8.740 1.834 5.199 -1.807
H -10.198 3.849 4.710 0.470
H -10.277 3.904 2.979 0.279
H -11.032 2.564 3.846 0.363
H -6.745 2.831 3.768 0.260
H -7.740 4.197 4.219 0.401
H -8.458 4.518 1.883 0.369
H -6.717 4.431 1.945 0.406
H -7.675 3.030 0.094 0.388
H -6.680 2.129 1.220 -0.320
H -10.952 1.707 1.132 0.387
H -10.082 2.313 -0.270 0.472
H -10.254 3.329 1.127 0.301
H -7.600 -0.021 0.713 0.253
H -8.575 0.707 -0.545 0.336
H -9.344 -0.294 0.681 0.460
H -9.551 1.136 5.404 0.452
H -8.792 2.638 5.929 0.429
H -7.797 1.316 5.355 0.341
C 7.433 -7.409 -1.111 -1.709
C 6.012 -6.825 -1.197 1.752
C 5.144 -7.723 -2.070 -1.300
C 5.486 -7.624 -3.555 -0.489
C 5.434 -6.169 -4.021 -1.342
C 6.278 -5.224 -3.170 2.108
N 6.043 -5.421 -1.709 0.525
O 4.965 -4.839 -1.378 -0.596
C 7.768 -5.414 -3.511 -1.892
C 5.971 -3.793 -3.564 -2.200
C 5.493 -6.853 0.229 -1.976
H 7.420 -8.321 -0.518 0.468
H 7.855 -7.688 -2.073 0.285
H 8.114 -6.708 -0.628 0.379
H 4.091 -7.457 -1.935 0.372
H 5.245 -8.755 -1.735 0.369
H 6.470 -8.055 -3.754 0.320
H 4.775 -8.216 -4.132 0.391
H 5.761 -6.103 -5.059 0.385
H 4.390 -5.837 -4.004 0.364
H 8.399 -4.886 -2.798 0.385
H 7.978 -5.009 -4.499 0.497
H 8.081 -6.454 -3.544 0.313
H 4.911 -3.559 -3.478 0.324
H 6.248 -3.629 -4.603 0.489
H 6.529 -3.083 -2.952 0.522
H 6.077 -6.195 0.873 0.455
H 5.570 -7.865 0.621 0.439
H 4.448 -6.558 0.296 0.357
```